Entry 1:
Entry from OMol25: a molecular structure, C21H43Br12FINbO3PS2 (ωB97M-V/def2-TZVPD).

```
85
Properties=species:S:1:pos:R:3:mulliken_charge:R:1
C 1.66 -1.97 3.76 -0.5496
C 0.35 -1.87 3.44 0.5313
C -0.27 -1.02 2.33 -1.2008
Nb -0.16 -1.84 0.20 -0.3945
S 0.97 -3.89 0.93 -0.2921
I -1.48 0.58 -0.57 -0.3224
C -0.23 -2.40 -1.98 -0.3681
C 0.54 -3.66 -2.46 0.2684
C -0.17 -5.01 -2.14 -1.1286
F 1.91 -3.68 -2.14 -0.3607
C -2.28 -2.67 0.53 -0.8963
C -2.18 -4.01 1.36 0.5531
C -3.51 -5.01 1.21 -1.1330
O -2.04 -5.19 0.62 -0.2451
P 2.09 -0.50 -0.02 0.5067
O 3.25 -0.96 1.10 -0.5314
O 1.74 1.13 0.29 -0.5419
S 2.82 -0.53 -1.82 -0.2635
H 2.35 -1.11 3.77 0.1834
H 2.05 -2.97 4.02 0.1435
H -0.35 -2.47 4.06 0.0203
H -1.35 -0.89 2.60 0.4508
H 0.18 0.00 2.41 0.4248
H 0.52 -4.34 2.12 0.1548
H 0.12 -1.53 -2.58 0.1855
H -1.29 -2.55 -2.28 0.2813
H 0.52 -3.62 -3.58 0.3191
H 0.30 -5.55 -1.30 0.2863
H -1.26 -4.88 -2.02 0.2364
H -0.04 -5.67 -3.03 0.3620
H -2.87 -2.01 1.18 0.5094
H -2.77 -2.96 -0.41 0.3780
H -1.70 -3.96 2.37 0.3055
H -3.57 -6.11 1.16 0.4031
H -3.51 -5.04 2.36 0.1653
H 3.23 -0.28 1.79 0.2911
H 1.62 1.27 1.24 0.3101
Br -2.59 2.21 -6.60 -0.1766
C -1.64 1.93 -4.92 -0.4718
C -1.12 0.52 -4.81 -0.3888
Br -2.54 -0.73 -4.36 -0.1258
H -2.32 2.20 -4.12 0.3874
H -0.81 2.63 -4.94 0.1214
H -0.40 0.44 -3.99 0.1328
H -0.66 0.16 -5.73 0.4806
Br -3.03 -1.68 8.49 -0.1539
C -1.16 -2.21 8.50 0.0818
C -0.63 -2.42 7.10 -0.6744
Br -1.25 -4.10 6.35 -0.1765
H -1.09 -3.11 9.12 0.1264
H -0.63 -1.40 8.99 -0.0397
H 0.46 -2.49 7.11 0.3633
H -0.93 -1.63 6.41 0.4255
Br 4.47 0.05 -4.70 -0.1360
C 5.27 -1.72 -4.75 -0.4855
C 6.53 -1.77 -3.92 -0.5289
Br 8.03 -0.92 -4.84 -0.1783
H 5.44 -1.97 -5.79 0.4030
H 4.52 -2.38 -4.33 0.2055
H 6.84 -2.80 -3.76 0.3677
H 6.43 -1.27 -2.96 0.3321
Br 0.67 0.17 10.91 -0.1375
C 1.24 -1.09 12.28 -0.5464
C 1.49 -2.47 11.71 -0.6104
Br -0.17 -3.42 11.35 -0.1064
H 0.48 -1.09 13.05 0.3741
H 2.16 -0.67 12.68 0.3326
H 2.03 -3.08 12.43 0.3430
H 2.05 -2.45 10.77 0.3782
Br -1.39 7.23 -5.97 -0.1232
C -0.12 7.12 -4.50 -0.5878
C 0.26 5.70 -4.20 -0.6900
Br -1.14 4.77 -3.22 -0.0592
H -0.57 7.63 -3.65 0.3823
H 0.75 7.69 -4.83 0.3522
H 1.13 5.67 -3.55 0.3989
H 0.47 5.11 -5.09 0.3870
Br -5.04 11.41 -9.93 -0.1417
C -4.08 11.11 -8.26 -0.5899
C -3.59 9.69 -8.15 -0.4676
Br -5.04 8.46 -7.71 -0.1134
H -4.76 11.38 -7.46 0.3840
H -3.25 11.80 -8.28 0.3481
H -2.87 9.59 -7.34 0.1850
H -3.14 9.32 -9.07 0.3745
```

Output
* E_LUMO: 0.83 eV
* orbital gap: 5.9 eV
* ΔE to the lowest compared entry with this formula, charge and spin: 44.2 kcal per mole
* HOMO energy: -5.0542 eV
* charge: -1

=====

Entry 2:
Entry from OMol25: a single C19H19N3O6 molecule (ωB97M-V/def2-TZVPD).

```
47
Properties=species:S:1:pos:R:3:mulliken_charge:R:1
O -7.40 -0.90 1.62 -0.6055
C -6.75 0.09 1.34 0.5372
O -7.18 1.33 1.62 -0.4477
C -5.44 0.06 0.69 -0.0454
C -4.87 -1.18 0.35 -1.1663
C -3.63 -1.25 -0.23 -0.3934
C -2.87 -0.09 -0.52 1.5728
N -1.59 -0.18 -0.94 0.2948
C -0.55 0.75 -0.56 -0.8501
C 0.56 -0.02 0.17 -0.8105
N 1.07 -1.10 -0.64 0.2941
C 2.24 -1.73 -0.04 -1.1220
C 3.41 -0.78 -0.01 0.4054
C 3.70 -0.02 -1.13 -0.3121
C 4.77 0.87 -1.16 -1.0369
C 5.54 0.96 -0.02 1.0410
C 5.25 0.19 1.11 0.8582
C 4.19 -0.68 1.14 -1.2281
O 6.17 0.47 2.09 -0.4999
C 7.04 1.44 1.54 -0.2537
O 6.64 1.74 0.22 -0.4819
C 0.01 -2.04 -0.93 -0.6507
C -1.08 -1.29 -1.71 -1.1576
C -3.51 1.15 -0.27 -0.3405
N -3.01 2.38 -0.80 1.0254
O -2.33 2.33 -1.81 -0.5522
O -3.33 3.41 -0.25 -0.6458
C -4.75 1.22 0.35 -0.7513
H -8.05 1.28 2.05 0.3508
H -5.42 -2.07 0.58 0.4318
H -3.21 -2.22 -0.44 0.3392
H -0.94 1.50 0.12 0.5214
H -0.15 1.24 -1.45 0.2053
H 1.37 0.67 0.39 0.4480
H 0.15 -0.39 1.13 0.2195
H 2.03 -2.10 0.98 0.3061
H 2.50 -2.59 -0.66 0.4004
H 3.07 -0.11 -2.00 0.4521
H 5.00 1.46 -2.03 0.4275
H 3.98 -1.26 2.03 0.4051
H 8.07 1.04 1.54 0.2440
H 7.01 2.35 2.16 0.2445
H 0.41 -2.84 -1.55 0.4603
H -0.42 -2.47 -0.01 0.3249
H -1.88 -1.96 -2.01 0.6554
H -0.62 -0.87 -2.61 0.3026
H -5.19 2.19 0.54 0.5838
```

Output
* E_LUMO: -0.30 eV
* orbital gap: 7.9 eV
* SMILES: O=C(O)c1ccc(N2CCN(Cc3ccc4c(c3)OCO4)CC2)c([N+](=O)[O-])c1
* HOMO energy: -8.1693 eV

=====

Entry 3:
Entry from OMol25: a molecular structure, C51H59BrIrN5O4Si (ωB97M-V/def2-TZVPD).

```
122
Properties=species:S:1:pos:R:3:mulliken_spin:R:1
Ir 0.80 -0.17 0.21 -0.0949
C -3.07 -3.97 3.33 0.0139
C -3.83 -3.35 2.15 0.0073
C -4.06 -1.85 2.38 0.0121
C -3.28 -3.79 0.80 0.0977
C -3.45 -5.13 0.49 -0.0778
C -3.23 -5.62 -0.79 0.1480
C -2.86 -4.75 -1.81 -0.0723
C -2.67 -3.40 -1.58 0.1037
C -2.29 -2.51 -2.73 -0.0037
C -3.54 -1.97 -3.44 0.0158
C -1.39 -3.21 -3.76 0.0055
C -2.82 -2.91 -0.23 0.1172
N -2.45 -1.65 0.09 0.5468
C -2.98 -0.52 -0.44 -0.0606
O -4.19 -0.38 -0.46 0.0788
C -2.13 0.63 -0.97 -0.0046
C -2.88 1.67 -1.49 -0.0025
C -2.28 2.71 -2.18 0.0003
C -0.92 2.64 -2.37 0.0010
C -0.22 1.59 -1.80 -0.0111
N -0.78 0.60 -1.08 0.0194
C 1.26 1.55 -2.04 0.0202
O 1.74 2.21 -2.95 0.0033
N 1.92 0.72 -1.21 -0.0189
C 3.29 0.41 -1.56 0.0021
C 4.35 1.19 -1.09 -0.0002
C 5.64 0.76 -1.39 0.0019
C 5.89 -0.36 -2.17 -0.0021
C 4.82 -1.04 -2.72 0.0008
C 3.52 -0.66 -2.45 0.0005
C 2.39 -1.33 -3.22 0.0013
C 2.21 -0.64 -4.58 0.0004
C 2.60 -2.83 -3.44 -0.0003
C 4.28 2.57 -0.46 0.0011
C 3.14 2.86 0.51 -0.0071
C 4.35 3.64 -1.56 -0.0003
H -3.69 -3.95 4.23 -0.0005
H -2.17 -3.39 3.55 -0.0025
H -2.78 -5.00 3.14 0.0009
H -4.83 -3.79 2.15 0.0057
H -3.12 -1.29 2.41 -0.0060
H -4.55 -1.74 3.35 0.0003
H -4.70 -1.42 1.62 0.0006
H -3.83 -5.80 1.25 0.0041
H -3.37 -6.67 -0.99 -0.0019
H -2.73 -5.14 -2.81 0.0071
H -1.72 -1.67 -2.34 0.0387
H -4.12 -2.81 -3.83 0.0009
H -3.25 -1.34 -4.28 0.0012
H -4.18 -1.40 -2.78 -0.0030
H -1.98 -3.84 -4.43 0.0006
H -0.63 -3.83 -3.30 -0.0002
H -0.90 -2.46 -4.39 -0.0006
H -3.95 1.62 -1.35 -0.0012
H -2.87 3.52 -2.57 -0.0003
H -0.36 3.37 -2.94 0.0000
H 6.48 1.34 -1.02 -0.0001
H 6.91 -0.67 -2.38 0.0000
H 5.01 -1.87 -3.40 -0.0002
H 1.47 -1.17 -2.65 -0.0024
H 3.11 -0.79 -5.18 0.0000
H 2.05 0.43 -4.47 -0.0001
H 1.37 -1.08 -5.12 0.0000
H 3.38 -3.01 -4.17 0.0001
H 1.69 -3.28 -3.84 0.0002
H 2.87 -3.36 -2.52 0.0000
H 5.21 2.66 0.12 -0.0003
H 2.17 2.83 0.02 0.0011
H 3.27 3.86 0.93 0.0002
H 3.13 2.15 1.34 0.0040
H 3.47 3.59 -2.20 0.0002
H 5.23 3.50 -2.19 -0.0001
H 4.40 4.63 -1.11 0.0000
C 5.13 -0.73 1.71 0.0058
Si 3.46 -1.57 1.66 -0.0069
C 3.39 -2.67 0.16 0.0001
C 3.13 -2.65 3.16 0.0031
N 2.17 -0.29 1.58 0.0883
C 2.07 0.62 2.65 0.0089
C 2.91 0.58 3.78 0.0165
C 2.78 1.47 4.82 -0.0096
C 1.80 2.46 4.79 0.0205
C 0.97 2.54 3.69 -0.0148
C 1.11 1.65 2.65 0.0108
O 0.32 1.72 1.51 0.0042
C -0.72 2.64 1.44 -0.0036
C -1.98 2.24 1.87 -0.0048
C -3.03 3.14 1.77 -0.0011
C -2.82 4.40 1.24 -0.0009
C -1.55 4.78 0.81 0.0002
C -0.49 3.90 0.91 -0.0001
H 5.85 -1.38 2.22 -0.0001
H 5.14 0.24 2.20 0.0000
H 5.48 -0.58 0.68 -0.0005
H 4.41 -2.99 -0.07 0.0000
H 3.01 -2.16 -0.72 -0.0018
H 2.80 -3.57 0.35 0.0002
H 4.07 -3.11 3.48 0.0002
H 2.44 -3.46 2.90 0.0004
H 2.71 -2.13 4.02 -0.0005
H 3.68 -0.17 3.84 -0.0006
H 3.45 1.40 5.67 -0.0001
H 1.69 3.15 5.61 0.0007
H 0.21 3.31 3.64 -0.0008
H -2.11 1.25 2.27 0.0037
H -4.02 2.84 2.09 0.0000
H -3.64 5.10 1.16 0.0000
H -1.39 5.77 0.40 0.0000
H 0.51 4.17 0.59 -0.0001
O 0.10 -6.29 0.60 0.0033
C 0.17 -4.97 0.42 -0.0126
C 0.42 -4.37 -0.81 0.0121
C 0.49 -3.00 -0.87 0.0054
N 0.34 -2.20 0.20 -0.0281
C 0.05 -2.80 1.37 0.0181
Br -0.33 -1.66 2.82 -0.0062
C -0.03 -4.16 1.54 0.0054
H 0.25 -6.77 -0.22 0.0015
H 0.56 -4.95 -1.71 -0.0050
H 0.68 -2.50 -1.81 -0.0055
H -0.26 -4.59 2.50 0.0049
```

Output
* E_LUMO (alpha / beta): -3.54 / -4.57 eV
* orbital gap (alpha / beta): 6.4 / 5.3 eV
* ΔE to the lowest compared entry with this formula, charge and spin: 0.0 kcal per mole
* 2S+1: 2
* HOMO energy (alpha / beta): -9.9866 / -9.9164 eV
* charge: +1

=====

Entry 4:
Entry from OMol25: 3 unconnected molecules or ions with the total composition C2H5ClNO3P (ωB97M-V/def2-TZVPD).

```
13
Properties=species:S:1:pos:R:3:mulliken_charge:R:1
C 0.64 1.32 0.28 -0.9083
C -0.69 1.00 -0.37 0.1806
N -0.89 -1.43 0.09 -0.7272
O -1.69 1.39 0.17 -0.5789
O -3.41 -0.99 0.90 -0.7020
O -2.70 -0.75 -1.63 -0.7003
P -2.34 -0.86 -0.15 0.9137
Cl 9.85 -2.53 -0.28 -1.0000
H 0.61 2.38 0.56 0.3226
H 1.42 1.11 -0.46 0.2837
H 0.68 0.67 1.16 0.1927
H -0.61 0.62 -1.33 0.5202
H -0.87 -1.91 1.05 0.2032
```

Output
* E_LUMO: 5.30 eV
* orbital gap: 7.5 eV
* ΔE to the lowest compared entry with this formula, charge and spin: 26.5 kcal per mole
* HOMO energy: -2.1965 eV
* charge: -2

=====

Entry 5:
Entry from OMol25: a single C7H12N2OS2Si molecule (ωB97M-V/def2-TZVPD).

```
25
Properties=species:S:1:pos:R:3:mulliken_charge:R:1
C 3.24 0.06 -1.24 -1.1401
C 2.27 -0.90 -0.60 -0.7153
C 0.80 -0.42 -0.50 -0.3838
C 0.06 -1.20 0.61 -0.6797
Si -1.82 -1.50 0.60 0.2821
O -2.63 -0.12 0.83 -0.1167
C -2.18 1.05 0.54 -0.0559
S -3.01 1.62 -1.00 -0.1413
C -1.80 2.04 -2.06 0.4659
N -1.01 2.45 -2.79 -0.4154
S -2.75 2.33 1.79 -0.0709
C -1.80 1.65 3.02 0.4118
N -1.04 1.12 3.70 -0.4252
H 2.65 0.52 -2.05 0.3153
H 3.59 0.78 -0.46 0.2904
H 4.18 -0.52 -1.58 0.3289
H 2.73 -1.18 0.42 0.2980
H 2.08 -1.85 -1.08 0.4284
H 0.86 0.68 -0.19 0.3642
H 0.49 -0.40 -1.49 0.3512
H 0.22 -0.74 1.57 0.2837
H 0.67 -2.22 0.47 0.3606
H -2.43 -2.07 -0.75 -0.1002
H -2.25 -2.41 1.74 -0.1254
H -1.13 1.24 0.50 0.1894
```

Output
* E_LUMO: 0.03 eV
* orbital gap: 10.3 eV
* SMILES: CCCC[SiH2]OC(SC#N)SC#N
* ΔE to the lowest compared entry with this formula, charge and spin: 5.0 kcal per mole
* HOMO energy: -10.2631 eV

=====

Entry 6:
Entry from OMol25: a single C3HCl3 molecule (ωB97M-V/def2-TZVPD).

```
7
Properties=species:S:1:pos:R:3:mulliken_charge:R:1
C 1.61 -0.95 -0.04 -0.1034
C 0.26 0.17 0.17 0.0656
C -0.88 0.83 0.45 -0.1001
Cl 1.07 -2.57 0.11 -0.0796
Cl 0.77 -0.02 -1.48 0.0349
Cl -1.69 1.78 -0.74 -0.1569
H -1.14 0.75 1.52 0.3395
```

Output
* E_LUMO: 0.26 eV
* orbital gap: 9.4 eV
* ΔE to the lowest compared entry with this formula, charge and spin: 83.0 kcal per mole
* HOMO energy: -9.1232 eV

=====

Entry 7:
Entry from OMol25: 2 unconnected molecules or ions with the total composition C3H4BrCl (ωB97M-V/def2-TZVPD).

```
9
Properties=species:S:1:pos:R:3:mulliken_charge:R:1
Cl -0.38 -2.06 0.68 -0.1624
C 0.99 -1.59 -0.38 0.3538
Br 2.55 -1.01 0.42 -0.1029
H 0.81 -0.84 -0.92 -0.4197
H 1.27 -2.33 -1.10 0.3258
C 1.01 1.08 -2.10 -0.2492
C 1.58 1.28 -1.08 -0.4620
H 0.53 0.61 -3.03 0.3355
H 2.16 2.00 -0.56 0.3812
```

Output
* E_LUMO: 0.79 eV
* orbital gap: 10.9 eV
* SMILES: ClCBr.C#C
* ΔE to the lowest compared entry with this formula, charge and spin: 75.2 kcal per mole
* HOMO energy: -10.1055 eV

=====

Entry 8:
Entry from OMol25: a molecular structure, C44H50F6IN3OS (ωB97M-V/def2-TZVPD).

```
106
Properties=species:S:1:pos:R:3:mulliken_charge:R:1
C 2.04 3.88 -0.90 -1.3629
C 2.60 2.94 0.17 1.3628
C 3.61 3.67 1.06 -1.4462
C 3.19 1.68 -0.47 0.3675
C 4.32 1.77 -1.28 -0.3196
C 4.94 0.63 -1.78 -1.4059
C 4.44 -0.63 -1.46 -0.5137
C 3.30 -0.76 -0.66 0.5896
C 2.80 -2.12 -0.20 1.9535
C 3.93 -3.12 0.05 -1.9792
C 1.79 -2.69 -1.18 -0.9040
C 2.63 0.41 -0.25 -1.3613
N 1.47 0.28 0.62 2.2425
N 1.65 0.45 1.95 -0.9266
N 0.42 0.29 2.48 1.9854
C 0.29 0.20 3.93 -1.7563
C 0.35 1.38 4.69 1.0032
C 0.62 2.73 4.04 1.4802
C 1.86 3.40 4.63 -1.5899
C -0.60 3.64 4.11 -1.3627
C 0.13 1.29 6.07 -0.2656
C -0.11 0.05 6.66 -1.4582
C -0.08 -1.12 5.91 -0.4860
C 0.17 -1.06 4.53 0.5850
C 0.33 -2.34 3.73 1.8152
C -1.01 -2.98 3.41 -1.2653
C 1.26 -3.34 4.43 -1.7783
C -0.53 0.06 1.48 -0.2148
C -1.96 0.02 1.73 0.8048
C -2.82 -0.51 0.75 0.2917
C -4.18 -0.68 0.95 -1.6203
C -4.73 -0.18 2.12 0.5601
C -6.21 -0.27 2.26 0.8060
F -6.68 0.36 3.38 -0.2817
F -6.86 0.30 1.19 -0.2504
F -6.61 -1.58 2.32 -0.2532
C -3.95 0.38 3.12 -1.7597
C -2.57 0.49 2.93 0.3433
C 0.12 0.02 0.28 0.7852
C -0.31 0.24 -1.11 -2.2371
H 1.27 3.38 -1.50 0.2465
H 1.59 4.77 -0.43 0.4392
H 2.83 4.22 -1.57 0.3204
H 1.78 2.60 0.81 -0.5392
H 3.98 3.00 1.85 0.3247
H 4.46 4.04 0.48 0.3236
H 3.14 4.54 1.53 0.3994
H 4.72 2.77 -1.50 0.3906
H 5.83 0.73 -2.41 0.3706
H 4.94 -1.53 -1.82 0.3190
H 2.29 -1.96 0.77 -0.5101
H 4.69 -2.71 0.73 0.4018
H 3.52 -4.04 0.50 0.4489
H 4.41 -3.42 -0.89 0.4087
H 0.92 -2.03 -1.30 -0.4009
H 2.25 -2.84 -2.17 0.3368
H 1.43 -3.67 -0.83 0.3820
H 0.83 2.51 2.98 -0.7363
H 2.74 2.74 4.53 0.3332
H 2.07 4.33 4.09 0.4036
H 1.72 3.66 5.69 0.3614
H -1.47 3.17 3.64 0.3022
H -0.85 3.88 5.16 0.3254
H -0.39 4.59 3.60 0.4365
H 0.14 2.20 6.67 0.4044
H -0.31 -0.01 7.73 0.3857
H -0.23 -2.09 6.37 0.3773
H 0.81 -2.05 2.78 -0.7467
H -1.69 -2.27 2.93 0.1534
H -0.87 -3.83 2.73 0.4336
H -1.48 -3.36 4.33 0.3387
H 2.21 -2.88 4.71 0.3837
H 0.77 -3.77 5.32 0.3572
H 1.48 -4.17 3.75 0.4625
H -2.39 -0.83 -0.20 -0.2803
H -4.78 -1.15 0.18 0.5113
H -4.39 0.75 4.04 0.5482
H -1.96 0.92 3.71 0.5927
H -0.90 1.21 -1.15 0.4521
H 0.60 0.41 -1.72 0.5922
C -0.30 0.54 -4.88 -2.2146
C -1.73 0.05 -5.25 2.2002
C -2.65 1.27 -5.14 -1.3363
C -1.77 -0.58 -6.67 0.2822
C -2.98 -1.10 -7.17 -0.5580
I -4.65 -1.34 -5.95 0.0321
C -3.04 -1.61 -8.46 -0.5699
C -1.89 -1.67 -9.25 -0.5296
C -0.67 -1.20 -8.74 -0.7228
C -0.62 -0.66 -7.45 -0.3271
O -2.16 -0.94 -4.45 -0.6691
S -1.41 -0.81 -2.29 0.4117
C -1.66 -2.62 -2.23 0.8838
F -1.76 -3.14 -0.95 -0.2139
F -2.88 -2.84 -2.83 -0.1816
F -0.72 -3.35 -2.89 -0.2155
H 0.04 1.22 -5.67 0.6066
H -0.32 1.10 -3.93 0.2749
H 0.38 -0.31 -4.79 0.3949
H -2.29 2.05 -5.82 0.4004
H -3.68 1.00 -5.40 0.1675
H -2.67 1.62 -4.10 0.2286
H -3.98 -1.99 -8.84 0.3829
H -1.93 -2.07 -10.27 0.3386
H 0.24 -1.26 -9.32 0.3641
H 0.33 -0.32 -7.05 0.3387
```

Output
* E_LUMO: -1.35 eV
* orbital gap: 4.4 eV
* HOMO energy: -5.7624 eV

=====

Ordered electronic energy results: -912450.4743, -36763.6399, -150240.0241, -31601.5488, -42027.4873, -40688.5369, -85736.9356, -88194.5966; unit eV.
Ordered maximum force results: 0.0809, 0.0247, 0.0188, 0.0823, 0.0865, 0.0670, 0.1466, 0.0527; unit Eh/bohr.